Here is 8 unconnected molecules or ions with the total composition H16O8 from the Open Molecules 2025 dataset. Energies are from ωB97M-V/def2-TZVPD.

Structure (XYZ):
```
24
Properties=species:S:1:pos:R:3
O 1.0321 -0.7583 2.7841
H 1.6621 -0.0563 2.4741
H 1.6651 -1.1743 3.3621
O -0.2859 0.6427 0.6941
H -0.5699 0.1317 1.4271
H -0.5349 0.1157 -0.0499
O -2.1759 3.1577 -0.8659
H -2.4239 2.7478 -1.6829
H -2.1019 2.4418 -0.2029
O 0.4151 0.8597 -2.3339
H 0.1321 1.7757 -2.4719
H 0.2411 0.5847 -3.2459
O 0.0941 -3.2573 1.8141
H -0.0819 -2.4583 2.3001
H 0.3771 -3.8462 2.5341
O 1.4571 2.8327 -0.0079
H 0.8671 2.0628 0.0761
H 0.8021 3.5888 -0.0959
O 1.4721 -1.8733 -1.4119
H 1.5961 -0.9393 -1.5669
H 0.6721 -1.9612 -0.8949
O -1.1219 -1.4733 -0.7379
H -1.3879 -1.1393 -1.5489
H -1.8019 -2.0053 -0.3489
```

Output
Energy relative to the best compared isomer or geometry (same formula, charge and spin)   237.03 kJ/mol
HOMO-LUMO gap   10.33 eV
Highest occupied orbital energy   -10.4 eV
Max |F|   0.054 Eh/bohr
SMILES   O.O.O.O.O.O.O.O
Spin multiplicity   1

Results of the Mulliken charge analysis, in e, for atoms 1 through 2: -0.57 0.29

***

Here is 8 unconnected molecules or ions with the total composition H16O8 from the Open Molecules 2025 dataset. Energies are from ωB97M-V/def2-TZVPD.

Structure (XYZ):
```
24
Properties=species:S:1:pos:R:3
O 1.1491 1.4710 1.0143
H 0.9055 2.2872 1.1096
H 2.0772 1.4910 0.7644
O -2.8011 -0.0845 1.0890
H -2.2565 -0.0127 2.0856
H -2.0911 -0.2597 0.5397
O -0.3389 -0.4829 -0.1559
H 0.0302 0.1437 0.5568
H -0.5449 -0.3019 -1.0053
O 1.1992 -2.4102 1.5507
H 1.2444 -1.8925 2.3170
H 0.5974 -1.9501 0.9658
O 0.5690 0.0795 3.6077
H 1.0606 0.7411 3.2058
H 1.2833 -0.4394 3.7827
O -0.2952 0.1580 -2.3185
H 0.4969 0.3391 -2.9843
H -0.9943 0.4447 -2.9779
O 0.3721 -2.3930 -2.8043
H -0.0692 -1.5612 -3.1006
H -0.3478 -2.7654 -2.1466
O -0.7391 2.6686 -1.8959
H -0.6552 1.7900 -1.9020
H 0.1486 2.9394 -1.2978
```

Output
Energy relative to the best compared isomer or geometry (same formula, charge and spin)   583.12 kJ/mol
HOMO-LUMO gap   10.03 eV
Highest occupied orbital energy   -10.5 eV
Max |F|   0.170 Eh/bohr
SMILES   O.O.O.O.O.O.O.O
Spin multiplicity   1

Results of the Mulliken charge analysis, in e, for atoms 1 through 2: -0.61 0.25

***

Here is 8 unconnected molecules or ions with the total composition H16O8 from the Open Molecules 2025 dataset. Energies are from ωB97M-V/def2-TZVPD.

Structure (XYZ):
```
24
Properties=species:S:1:pos:R:3
O 37.3550 29.7590 23.8660
H 37.2920 28.8410 23.3510
H 37.5700 30.3260 23.1210
O 35.2480 29.0040 27.9310
H 36.0360 28.6110 27.4060
H 35.1990 28.4450 28.6790
O 38.7590 30.2880 27.2500
H 38.2550 29.4430 27.0880
H 38.2750 31.0630 26.9720
O 36.8110 25.8730 24.4530
H 37.7180 25.5630 24.4020
H 36.2930 24.9800 24.3030
O 39.5090 25.6860 25.1720
H 39.7710 26.4010 25.7350
H 39.7870 25.5030 24.3020
O 40.7840 28.0920 25.5280
H 40.2510 28.8600 25.3290
H 41.2320 28.3830 26.3210
O 33.8130 26.5150 26.4460
H 33.9310 25.7070 26.6910
H 34.5460 26.9780 26.5940
O 37.1960 28.0010 26.1770
H 37.2930 27.0840 26.0590
H 37.2940 28.4960 25.3200
```

Output
Energy relative to the best compared isomer or geometry (same formula, charge and spin)   318.86 kJ/mol
HOMO-LUMO gap   10.72 eV
Highest occupied orbital energy   -10.6 eV
Max |F|   0.159 Eh/bohr
SMILES   O.O.O.O.O.O.O.O
Spin multiplicity   1

Results of the Mulliken charge analysis, in e, for atoms 1 through 2: -0.69 0.33

***

Here is 8 unconnected molecules or ions with the total composition H16O8 from the Open Molecules 2025 dataset. Energies are from ωB97M-V/def2-TZVPD.

Structure (XYZ):
```
24
Properties=species:S:1:pos:R:3
O -0.2241 0.1941 -0.2201
H -0.7395 0.1343 0.5842
H 0.6564 0.4253 0.0757
O 2.5151 2.0819 -1.6726
H 1.9711 2.8693 -1.6875
H 2.0063 1.4295 -2.1540
O 0.4834 -2.1882 -2.6149
H -0.0377 -1.4669 -2.2620
H 1.2078 -1.7600 -3.0712
O 1.9812 -0.9745 2.9048
H 2.0607 -0.2849 2.2458
H 2.7266 -0.8354 3.4889
O -2.3584 -0.8621 -2.6048
H -2.1825 -0.4596 -1.7543
H -3.1526 -1.3782 -2.4664
O -1.0988 0.2054 2.4831
H -0.2139 0.5192 2.6692
H -1.6736 0.8836 2.8378
O -3.5551 -0.8886 0.5473
H -2.8824 -1.5613 0.4413
H -4.2928 -1.2024 0.0241
O 2.1417 1.3798 0.9083
H 2.4851 1.4774 0.0202
H 2.1762 2.2624 1.2772
```

Output
Energy relative to the best compared isomer or geometry (same formula, charge and spin)   196.65 kJ/mol
HOMO-LUMO gap   10.84 eV
Highest occupied orbital energy   -10.7 eV
Max |F|   0.022 Eh/bohr
SMILES   O.O.O.O.O.O.O.O
Spin multiplicity   1

Results of the Mulliken charge analysis, in e, for atoms 1 through 2: -0.63 0.35

***

Here is 8 unconnected molecules or ions with the total composition H16O8 from the Open Molecules 2025 dataset. Energies are from ωB97M-V/def2-TZVPD.

Structure (XYZ):
```
24
Properties=species:S:1:pos:R:3
O -0.7560 2.2642 -1.8392
H -1.2541 1.5740 -2.3204
H -1.1209 3.0797 -2.1023
O 1.8817 2.2504 -0.9669
H 1.2784 2.0726 -1.7119
H 2.1314 3.1584 -0.8660
O -2.6927 -0.1336 -0.5753
H -1.8007 -0.5057 -0.3957
H -3.0116 -0.8277 -1.1121
O 0.2570 3.2658 0.9241
H -0.7072 3.3679 0.7302
H 0.6094 2.5840 0.3264
O 0.6443 -3.0505 2.1376
H 0.3371 -3.7476 2.7151
H 0.5589 -3.3560 1.2481
O -0.7401 -3.5175 -0.3798
H -0.8749 -4.4192 -0.0918
H -1.5408 -3.0852 -0.0748
O -0.0347 -0.4662 -0.4054
H 0.6170 0.2251 -0.4042
H 0.5193 -1.2018 -0.3730
O 1.9450 0.4967 1.8008
H 2.6579 -0.1664 1.7095
H 1.0961 0.1385 2.0270
```

Output
Energy relative to the best compared isomer or geometry (same formula, charge and spin)   241.86 kJ/mol
HOMO-LUMO gap   10.35 eV
Highest occupied orbital energy   -10.2 eV
Max |F|   0.052 Eh/bohr
SMILES   O.O.O.O.O.O.O.O
Spin multiplicity   1

Results of the Mulliken charge analysis, in e, for atoms 1 through 2: -0.55 0.31

***

Here is 8 unconnected molecules or ions with the total composition H16O8 from the Open Molecules 2025 dataset. Energies are from ωB97M-V/def2-TZVPD.

Structure (XYZ):
```
24
Properties=species:S:1:pos:R:3
O 2.8279 0.5853 1.8238
H 1.9978 0.7916 1.4477
H 2.7172 0.9419 2.6832
O -2.6130 0.1317 0.6278
H -2.3971 -0.7834 0.5878
H -3.4863 0.1976 0.1674
O 0.2763 0.9527 0.6484
H -0.6292 0.8910 0.8063
H 0.5522 1.0615 -0.2589
O -2.1584 -0.0385 -2.3015
H -2.2522 0.3093 -1.3999
H -1.6576 0.5536 -2.8604
O 3.8363 -0.5010 -0.5379
H 3.7426 -0.0370 0.3142
H 2.9573 -0.3966 -0.9786
O -0.2038 -1.7728 -1.6095
H 0.0493 -1.6278 -0.7127
H -0.9954 -1.2573 -1.6291
O -3.0038 -0.0347 3.3867
H -2.6559 0.3997 2.6293
H -2.2105 -0.1430 3.9451
O 1.6264 0.1879 -2.0022
H 1.2234 -0.5763 -2.3375
H 2.4564 0.1645 -2.4396
```

Output
Energy relative to the best compared isomer or geometry (same formula, charge and spin)   220.41 kJ/mol
HOMO-LUMO gap   10.09 eV
Highest occupied orbital energy   -10.3 eV
Max |F|   0.057 Eh/bohr
SMILES   O.O.O.O.O.O.O.O
Spin multiplicity   1

Results of the Mulliken charge analysis, in e, for atoms 1 through 2: -0.63 0.35

***

Here is a molecular structure, H16O8 from the Open Molecules 2025 dataset. Energies are from ωB97M-V/def2-TZVPD.

Structure (XYZ):
```
24
Properties=species:S:1:pos:R:3
O -3.3895 -8.6475 9.8272
H -4.2474 -8.6534 9.4028
H -2.7728 -8.4611 9.1193
O -6.9550 -9.6488 9.1594
H -6.2218 -9.0580 8.9874
H -7.0019 -9.7016 10.1140
O -2.8596 -8.6746 7.6886
H -2.4440 -7.8648 7.3925
H -2.4003 -9.3675 7.2141
O -5.3003 -9.1736 6.9232
H -4.9728 -8.5661 7.5864
H -4.6970 -9.0732 6.1869
O -5.2281 -7.9441 8.8225
H -4.6002 -7.2231 8.8695
H -5.9468 -7.6741 9.3942
O -1.0685 -7.3674 9.8153
H -0.7406 -6.5366 10.1595
H -1.3085 -7.1738 8.9092
O -0.5152 -9.2662 10.4186
H 0.1021 -8.8268 11.0035
H -0.9888 -8.5532 9.9901
O -2.8934 -6.4152 11.1597
H -3.0656 -7.3180 10.8924
H -2.1246 -6.1568 10.6513
```

Output
Energy relative to the best compared isomer or geometry (same formula, charge and spin)   833.72 kJ/mol
HOMO-LUMO gap   9.12 eV
Highest occupied orbital energy   -10.0 eV
Max |F|   0.139 Eh/bohr
Spin multiplicity   1

Results of the Mulliken charge analysis, in e, for atoms 1 through 2: -0.89 0.68

***

Here is 8 unconnected molecules or ions with the total composition H16O8 from the Open Molecules 2025 dataset. Energies are from ωB97M-V/def2-TZVPD.

Structure (XYZ):
```
24
Properties=species:S:1:pos:R:3
O -0.0680 0.0631 0.4674
H -0.1448 0.3208 1.3929
H 0.4135 -0.7715 0.4955
O -2.8183 0.3586 -2.4392
H -2.4715 0.0335 -1.6008
H -2.3140 1.1630 -2.6055
O -2.3735 -3.0064 -0.3024
H -1.4705 -2.6744 -0.3601
H -2.4471 -3.6159 -1.0455
O 3.1861 3.4413 0.4170
H 2.2334 3.3310 0.3205
H 3.3597 3.1902 1.3312
O -2.6547 2.0552 0.2554
H -2.9350 2.8125 -0.2709
H -1.7007 2.1660 0.3362
O 1.4851 3.0545 -2.4610
H 2.2647 2.8782 -2.9997
H 0.8757 2.3440 -2.6909
O 2.5154 -2.5100 3.2706
H 2.9281 -3.3662 3.1101
H 1.5708 -2.6883 3.2009
O 0.4083 -3.0978 0.9525
H 0.4175 -3.0188 -0.0080
H -0.2601 -2.4629 1.2337
```

Output
Energy relative to the best compared isomer or geometry (same formula, charge and spin)   286.59 kJ/mol
HOMO-LUMO gap   11.02 eV
Highest occupied orbital energy   -11.2 eV
Max |F|   0.008 Eh/bohr
SMILES   O.O.O.O.O.O.O.O
Spin multiplicity   1

Results of the Mulliken charge analysis, in e, for atoms 1 through 2: -0.63 0.34

***

Here is 8 unconnected molecules or ions with the total composition H16O8 from the Open Molecules 2025 dataset. Energies are from ωB97M-V/def2-TZVPD.

Structure (XYZ):
```
24
Properties=species:S:1:pos:R:3
O -0.0033 -0.2510 -0.4450
H 0.3623 0.3759 -1.0793
H -0.3595 -0.9589 -0.9936
O -1.6783 4.2309 0.4334
H -1.5925 4.8199 -0.3247
H -1.6060 3.3479 0.0537
O -2.4778 0.3069 -0.0406
H -1.7632 0.7727 0.4082
H -2.4472 -0.5824 0.3300
O 0.9152 -3.8089 1.0327
H 1.4309 -4.3653 0.4382
H 0.0331 -3.8051 0.6443
O -3.6952 -2.5478 -0.8010
H -4.4661 -2.0135 -0.5791
H -3.0039 -1.9000 -0.9780
O 0.0977 1.0569 1.6398
H -0.2412 1.1126 2.5403
H 1.0421 1.2253 1.7338
O 3.6470 -0.6865 0.2664
H 3.8845 -0.8670 -0.6501
H 2.9690 -0.0044 0.2030
O 3.2430 1.2201 -1.2240
H 3.1252 1.7713 -2.0058
H 2.5844 1.5505 -0.6027
```

Output
Energy relative to the best compared isomer or geometry (same formula, charge and spin)   348.91 kJ/mol
HOMO-LUMO gap   10.53 eV
Highest occupied orbital energy   -10.7 eV
Max |F|   0.024 Eh/bohr
SMILES   O.O.O.O.O.O.O.O
Spin multiplicity   1

Results of the Mulliken charge analysis, in e, for atoms 1 through 2: -0.53 0.28

***

Here is 8 unconnected molecules or ions with the total composition H16O8 from the Open Molecules 2025 dataset. Energies are from ωB97M-V/def2-TZVPD.

Structure (XYZ):
```
24
Properties=species:S:1:pos:R:3
O 27.7631 -17.7755 0.0930
H 28.4019 -17.3410 0.6972
H 27.7599 -17.3780 -0.7703
O 26.7300 -14.8041 -0.5815
H 26.3750 -14.0026 -1.0303
H 26.5862 -15.5090 -1.1870
O 26.5889 -13.4084 -4.8138
H 26.1920 -14.2503 -4.6819
H 25.8664 -12.8197 -4.4822
O 27.0558 -16.8957 -2.3441
H 26.6109 -17.7952 -2.2856
H 26.7452 -16.5078 -3.1482
O 25.8902 -19.3034 -2.4377
H 25.8708 -19.6720 -1.5731
H 25.0180 -18.8917 -2.4533
O 25.4614 -15.7949 -4.3534
H 25.7863 -16.4604 -4.9934
H 24.6649 -16.2525 -4.0017
O 29.0140 -14.8760 -3.1706
H 29.1628 -15.8323 -3.0919
H 29.0779 -14.6928 -4.1156
O 25.6705 -19.4479 0.3311
H 25.0851 -18.7997 0.8343
H 26.4899 -18.8974 0.3623
```

Output
Energy relative to the best compared isomer or geometry (same formula, charge and spin)   208.87 kJ/mol
HOMO-LUMO gap   10.31 eV
Highest occupied orbital energy   -10.6 eV
Max |F|   0.046 Eh/bohr
SMILES   O.O.O.O.O.O.O.O
Spin multiplicity   1

Results of the Mulliken charge analysis, in e, for atoms 1 through 2: -0.66 0.30

***

Here is 8 unconnected molecules or ions with the total composition H16O8 from the Open Molecules 2025 dataset. Energies are from ωB97M-V/def2-TZVPD.

Structure (XYZ):
```
24
Properties=species:S:1:pos:R:3
O 2.8595 0.8269 2.7679
H 2.5891 0.6191 1.8735
H 3.7506 0.4838 2.8351
O -0.1718 -3.5166 0.3235
H 0.7614 -3.5106 0.5363
H -0.4252 -2.5935 0.3294
O 2.4121 0.1604 0.0849
H 2.7633 0.8655 -0.4589
H 2.9200 -0.6114 -0.1654
O -3.9728 -0.9257 -0.5539
H -3.3453 -0.8983 -1.2762
H -4.8297 -0.9288 -0.9803
O 0.9169 -1.0182 -2.7335
H 0.1512 -0.8274 -2.1917
H 1.2058 -0.1625 -3.0506
O -0.3594 -0.5919 -0.1881
H -1.0136 -0.0337 0.2320
H 0.4806 -0.2467 0.1144
O 1.0304 2.7929 -0.4793
H 1.6297 3.3575 0.0087
H 0.3134 2.6198 0.1309
O -3.3540 1.7332 0.8457
H -3.4805 0.9054 0.3820
H -2.8317 1.5010 1.6134
```

Output
Energy relative to the best compared isomer or geometry (same formula, charge and spin)   132.21 kJ/mol
HOMO-LUMO gap (spin up / spin down)   10.50 / 2.47 eV
Highest occupied orbital energy (spin up / spin down)   -14.1 / -14.1 eV
Max |F|   0.032 Eh/bohr
<S²>   0.76
Spin multiplicity   2
Total charge   +1

Results of the Mulliken charge analysis, in e, for atoms 1 through 2: -0.55 0.42

***

Here is 8 unconnected molecules or ions with the total composition H17O8 from the Open Molecules 2025 dataset. Energies are from ωB97M-V/def2-TZVPD.

Structure (XYZ):
```
25
Properties=species:S:1:pos:R:3
O 0.4835 0.5392 -0.2752
H 0.7155 0.7052 0.6478
H -0.3455 0.6112 -0.5992
H 0.9985 -0.3248 -0.5422
O 0.3535 1.3272 -3.3752
H -0.2135 0.4982 -3.7472
H -0.3555 2.0322 -3.4262
O -1.5085 -1.6938 -0.1812
H -1.9045 -2.6878 0.0448
H -2.0155 -1.4098 -0.9602
O -0.1375 -1.3928 2.2678
H -0.8625 -1.1968 2.7438
H -0.7905 -1.5078 1.5108
O 1.9265 -1.6508 -0.7692
H 2.2835 -1.2648 -1.4432
H 2.5665 -2.1218 -0.4292
O -0.1125 1.9822 1.7798
H 0.4315 2.2202 2.4128
H -0.9855 2.3912 2.0908
O -1.9425 0.7182 -1.4242
H -2.4475 0.3332 -2.2202
H -2.5815 1.4582 -1.2352
O 2.1845 0.1732 2.0428
H 2.8695 0.4112 2.6948
H 1.3895 -0.1508 2.3918
```

Output
Energy relative to the best compared isomer or geometry (same formula, charge and spin)   365.01 kJ/mol
HOMO-LUMO gap   11.24 eV
Highest occupied orbital energy   -14.5 eV
Max |F|   0.173 Eh/bohr
Spin multiplicity   1
Total charge   +1

Results of the Mulliken charge analysis, in e, for atoms 1 through 2: -0.22 0.46

***

no.,DFT total energy (a.u.)
1,-611.4923
2,-611.3605
3,-611.4612
4,-611.5077
5,-611.4905
6,-611.4987
7,-611.2651
8,-611.4735
9,-611.4497
10,-611.5031
11,-611.0911
12,-611.7723